Record 1
{"formula": "H34O17", "method": "the ωB97M-V functional and the def2-TZVPD basis", "e_lumo_ev": [-3.798, -10.719], "multiplicity": 2, "energy_ev": -35344.2464, "homo_energy_ev": [-13.29, -12.79], "fmax_ha_per_bohr": 0.1912, "homo_lumo_gap_ev": [9.49, 2.07], "charge": 1, "e_above_lowest_kj_mol": 451.0, "symbols": ["H", "O", "O", "O", "O", "H", "H", "O", "O", "H", "H", "O", "H", "O", "H", "H", "H", "H", "H", "O", "H", "H", "O", "H", "H", "H", "H", "H", "H", "H", "H", "H", "O", "O", "O", "H", "H", "H", "H", "O", "H", "H", "H", "H", "O", "H", "H", "O", "H", "O", "H"], "coordinates": [[-2.953, 2.303, -2.832], [1.901, 0.171, 0.809], [-3.681, -1.515, -3.605], [1.700, 0.013, -3.811], [-0.286, 2.148, -2.150], [-2.827, 3.459, -3.897], [-0.128, -3.108, 0.180], [0.166, -3.905, -0.107], [0.514, 3.919, -1.147], [-3.792, -1.534, -2.609], [0.125, -3.579, 3.502], [-4.403, -1.328, 0.373], [1.873, -0.916, -4.164], [3.482, 2.433, 0.843], [-0.703, 2.110, -1.231], [-0.501, 2.999, -2.316], [1.101, -0.033, -3.122], [0.115, -2.073, 5.271], [-4.055, 4.056, 1.028], [0.444, -3.100, 2.823], [6.146, 0.809, -0.111], [4.874, -0.214, -2.904], [1.042, -1.842, 4.902], [-0.918, 0.314, 2.823], [1.064, 4.547, -1.566], [-2.686, -5.297, 0.379], [4.178, 2.799, 0.489], [3.681, 0.247, -2.650], [-0.310, -2.032, 1.691], [-4.126, -0.506, 0.906], [1.014, -2.421, 3.155], [-1.752, 1.195, 3.793], [-3.059, -4.422, 0.657], [-0.804, 1.044, 3.463], [5.642, 1.479, -0.511], [-4.251, 2.709, 0.900], [2.280, -0.170, -0.010], [1.217, -0.951, 5.371], [-2.576, -3.977, 1.476], [-3.408, 2.953, -3.430], [0.429, -1.067, 0.971], [0.104, -3.994, -0.939], [-3.603, -1.896, 0.578], [2.744, 2.661, 0.281], [4.292, -0.160, -2.146], [2.547, 0.322, 1.468], [1.031, 3.460, -0.415], [-0.414, -1.575, 0.892], [-3.781, -0.680, -3.864], [-3.595, 3.323, 1.376], [4.907, 0.821, -0.864]], "forces_ev_per_a": [[-0.500, 1.142, -1.259], [-2.207, -0.551, -1.355], [0.715, -5.430, 3.504], [2.634, -1.246, -2.848], [0.205, -4.896, 2.658], [2.739, 1.916, -1.935], [-1.634, 4.294, 1.205], [2.495, -3.814, 8.145], [-0.213, -1.459, 2.769], [0.036, 0.088, -1.815], [-1.355, -2.407, 3.600], [2.484, 1.154, 1.726], [-0.616, 1.830, 0.883], [-6.283, -2.768, 3.229], [0.533, -0.743, -1.112], [-1.330, 4.838, -1.961], [-1.983, -0.559, 2.014], [2.245, 0.562, -0.877], [-0.278, 2.602, -0.143], [0.746, 1.445, -4.755], [1.796, -0.965, 1.214], [1.666, -0.696, 0.221], [-1.765, 2.063, 2.648], [0.147, 0.439, 0.348], [1.469, 1.255, -0.889], [0.016, 1.335, 0.996], [6.390, 2.877, -3.038], [-4.789, 2.440, -1.946], [-0.342, -1.958, 2.470], [-0.959, -1.638, -1.224], [0.550, 0.360, 0.994], [2.106, -0.186, -0.675], [1.248, 1.031, 1.753], [-2.226, -0.296, 0.252], [-3.007, -0.935, -1.536], [1.668, 0.186, 1.344], [0.572, 0.081, 0.507], [-0.277, -2.081, -1.147], [-1.127, -2.304, -2.713], [-2.268, -3.122, 3.152], [-0.449, 0.273, -0.722], [-0.861, -0.906, -9.753], [-1.467, 0.462, -0.646], [0.014, -0.159, 0.011], [2.630, -2.063, 1.495], [1.482, 0.330, 0.671], [-0.789, 1.039, -1.232], [0.520, 2.369, -1.727], [-0.788, 5.359, -1.605], [-1.393, -2.824, -1.284], [1.799, 2.240, 0.388]], "nbo_charge": [0.460, -0.979, -0.931, -0.957, -0.539, 0.467, 0.477, -0.769, -0.784, 0.479, 0.474, -0.930, 0.495, -0.898, 0.507, 0.490, 0.467, 0.483, 0.466, -0.957, 0.463, 0.486, -0.971, 0.468, 0.515, 0.500, 0.478, 0.476, 0.487, 0.456, 0.505, 0.479, -0.935, -0.948, -0.974, 0.459, 0.490, 0.500, 0.484, -0.920, 0.497, 0.449, 0.475, 0.425, -0.929, 0.509, 0.518, -0.977, 0.455, -0.924, 0.485]}

Record 2
{"formula": "C6H18N2O", "method": "the ωB97M-V functional and the def2-TZVPD basis", "e_lumo_ev": 0.921, "energy_ev": -11539.2434, "homo_energy_ev": -9.57, "fmax_ha_per_bohr": 0.0865, "homo_lumo_gap_ev": 10.49, "e_above_lowest_kj_mol": 237.6, "symbols": ["H", "C", "O", "H", "N", "H", "H", "H", "C", "C", "H", "H", "C", "H", "H", "H", "C", "H", "N", "H", "H", "C", "H", "H", "H", "H", "H"], "coordinates": [[0.880, -0.025, 0.776], [-0.279, -2.028, 1.408], [-1.983, -0.199, -0.526], [-1.993, -0.541, -1.427], [-1.262, 1.675, -1.637], [-0.388, -3.078, 1.137], [1.692, -0.964, -1.740], [1.266, 2.161, 0.215], [-1.007, 0.846, -0.470], [0.438, 0.278, -0.491], [0.004, -1.482, -1.723], [2.468, 1.038, -0.415], [1.462, 1.427, -0.564], [-0.676, 2.500, -1.619], [0.477, -0.056, -2.636], [1.771, -2.398, 1.946], [0.926, -1.761, 2.193], [-2.174, 1.861, 0.834], [-1.201, 1.578, 0.763], [-1.179, -1.601, 1.845], [-1.006, 0.981, 1.558], [0.661, -0.613, -1.716], [-0.151, -1.289, 0.469], [1.251, -0.557, 1.704], [1.450, 1.920, -1.538], [-2.224, 2.000, -1.614], [0.776, -1.672, 3.267]], "forces_ev_per_a": [[-1.753, 0.429, -4.068], [-0.420, 1.420, -2.313], [0.008, 0.106, 0.025], [0.024, 0.024, -0.017], [0.199, 0.069, 0.003], [-0.283, 0.177, -0.207], [0.001, -0.084, 0.001], [0.008, 0.101, -0.004], [-0.122, -0.169, 0.380], [1.536, 1.409, 1.802], [0.045, -0.139, 0.020], [0.043, -0.059, -0.027], [-0.179, 0.202, -0.319], [0.066, -0.006, 0.017], [-0.020, 0.203, 0.157], [0.078, 0.011, 0.097], [1.274, 2.972, -0.532], [0.037, -0.005, -0.015], [-0.024, -0.042, -0.055], [-0.208, -0.410, 0.294], [-0.003, -0.045, 0.010], [0.079, -0.500, 0.744], [-0.690, -2.708, 1.631], [0.007, -3.082, 2.431], [0.029, 0.123, -0.086], [0.013, -0.125, 0.052], [0.257, 0.131, -0.020]], "nbo_charge": [0.201, -0.675, -0.742, 0.475, -0.866, 0.214, 0.217, 0.225, 0.502, -0.222, 0.210, 0.207, -0.624, 0.369, 0.231, 0.207, -0.515, 0.365, -0.851, 0.208, 0.363, -0.643, 0.254, 0.121, 0.193, 0.366, 0.209]}

Record 3
{"formula": "C28H43Cl2N2PPr", "method": "the ωB97M-V functional and the def2-TZVPD basis", "e_lumo_ev": [1.929, 1.927], "multiplicity": 3, "energy_ev": -81120.2024, "homo_energy_ev": [-1.41, -1.45], "fmax_ha_per_bohr": 0.0680, "homo_lumo_gap_ev": [3.34, 3.38], "charge": -1, "symbols": ["Pr", "N", "H", "H", "C", "H", "C", "C", "H", "H", "C", "H", "C", "H", "C", "C", "H", "H", "C", "C", "H", "H", "C", "H", "H", "C", "C", "H", "C", "H", "C", "C", "H", "H", "H", "H", "C", "H", "C", "Cl", "H", "C", "H", "C", "C", "H", "C", "N", "H", "H", "H", "H", "H", "H", "C", "H", "H", "C", "H", "C", "H", "C", "C", "P", "H", "H", "H", "C", "H", "H", "C", "H", "Cl", "H", "H", "H", "H"], "coordinates": [[-0.116, -0.493, -0.281], [-1.182, -4.352, 1.617], [-3.060, -1.161, -4.052], [-1.665, 2.542, -3.480], [-3.077, -0.181, -4.547], [-3.445, 1.939, -1.796], [-1.456, 3.418, -0.409], [0.151, 1.627, 4.721], [3.866, 2.848, -1.731], [2.844, 2.998, -4.209], [1.968, 3.526, -0.971], [-2.842, 6.507, -0.971], [1.245, 0.874, 1.224], [-1.682, 1.144, -5.520], [1.382, 1.961, 5.330], [3.368, 3.810, -1.541], [3.969, 4.351, -0.801], [-0.837, 0.924, 2.911], [-0.860, 3.692, 0.985], [2.579, 1.889, 4.588], [-3.642, 5.046, -0.368], [-3.658, -0.299, -5.466], [1.311, 1.204, 2.589], [3.485, 1.434, 2.678], [-0.216, -4.704, 3.538], [-2.168, 5.854, 0.998], [1.119, 2.835, -2.047], [2.266, 0.829, 0.789], [-0.367, -4.046, 2.701], [-4.756, 0.477, -3.331], [0.153, -2.806, 2.456], [-0.811, 0.556, -3.654], [0.122, 4.182, 0.897], [1.501, 4.477, -0.663], [-0.691, 2.741, 1.508], [-3.916, 1.771, -4.195], [-1.152, -3.342, 0.732], [0.403, 3.095, -4.084], [-2.931, 1.175, -2.399], [-2.457, 0.256, 0.744], [-1.723, -5.198, 1.496], [2.558, 1.511, 3.252], [-0.742, 5.216, -1.356], [3.281, 4.616, -2.841], [2.385, 3.945, -3.890], [-1.757, -3.304, -0.169], [-3.768, 0.838, -3.635], [-0.299, -2.404, 1.188], [-0.774, 1.680, 5.303], [2.030, 2.875, -0.084], [-1.152, -0.544, -5.486], [-2.417, 2.913, -0.203], [4.281, 4.780, -3.255], [0.784, -2.155, 3.060], [0.106, 1.228, 3.388], [-2.845, 0.302, -1.733], [1.412, 2.273, 6.383], [-1.836, 4.575, 1.777], [0.201, 0.870, -3.954], [-1.539, 1.644, -2.844], [-1.416, 4.820, 2.763], [-1.646, 0.238, -4.900], [-1.697, 4.688, -1.204], [-0.499, 2.206, -1.386], [1.645, 1.885, -2.274], [-0.669, -0.367, -3.056], [-2.908, 6.446, 1.546], [0.986, 3.644, -3.332], [3.533, 2.135, 5.074], [2.295, 4.578, -4.780], [-2.678, 5.573, -0.421], [0.446, 4.581, -3.126], [2.019, -0.737, -1.798], [-2.108, 4.461, -2.199], [-2.754, 3.992, 1.950], [-1.257, 6.462, 0.927], [2.864, 5.606, -2.611]], "forces_ev_per_a": [[1.727, 2.581, 1.611], [-0.203, -0.634, 0.311], [0.030, 0.060, 0.004], [-0.168, -0.405, -0.239], [0.024, 0.062, 0.035], [0.186, -0.167, -0.194], [0.160, -0.030, -0.339], [0.470, -0.091, -0.322], [-0.048, 0.149, 0.024], [-0.054, 0.128, 0.054], [0.152, 0.110, -0.073], [-0.085, 0.007, 0.156], [-0.271, -1.595, -1.274], [0.015, -0.119, -0.001], [-0.040, 0.156, 0.380], [-0.270, -0.076, -0.022], [-0.039, -0.086, -0.085], [0.411, 0.215, 0.245], [0.010, -0.107, 0.088], [-0.400, -0.123, -0.207], [0.097, 0.102, 0.002], [-0.001, -0.083, 0.022], [-0.339, -0.247, -0.002], [-0.270, 0.065, 0.119], [-0.193, -0.099, -0.059], [-0.014, 0.021, 0.016], [-0.554, -0.257, -0.108], [-0.229, 0.074, -0.063], [-0.054, 0.469, -0.269], [0.049, 0.008, -0.077], [-0.597, -0.238, -1.480], [-0.182, 0.189, -0.096], [-0.281, -0.083, 0.081], [0.114, -0.182, -0.126], [0.027, 0.288, -0.216], [-0.091, -0.096, -0.038], [1.676, 0.881, 1.451], [0.100, 0.130, 0.148], [0.054, -0.165, -0.144], [-0.760, -0.204, 0.342], [0.158, 0.210, 0.167], [-0.444, 0.176, 0.511], [-0.212, -0.061, 0.060], [-0.039, -0.012, -0.017], [-0.117, 0.008, 0.014], [0.258, -0.001, 0.177], [0.086, 0.123, 0.036], [-1.170, -1.518, 0.728], [0.259, -0.053, -0.120], [-0.116, 0.202, -0.224], [-0.071, 0.057, -0.027], [0.254, 0.051, -0.266], [-0.045, 0.021, 0.009], [-0.133, -0.235, -0.334], [0.419, 0.264, 0.573], [-0.037, 0.259, -0.303], [-0.047, -0.132, -0.439], [0.097, -0.117, -0.258], [-0.297, -0.100, 0.198], [0.358, 1.427, 0.191], [-0.080, -0.063, -0.223], [0.032, -0.055, 0.082], [-0.461, 0.478, 0.357], [0.377, -2.098, 0.714], [-0.239, 0.347, 0.006], [-0.106, 0.344, -0.210], [0.037, 0.042, -0.023], [0.425, 0.213, -0.075], [-0.343, -0.101, -0.165], [0.109, -0.032, 0.035], [0.151, 0.028, -0.153], [0.143, -0.107, -0.091], [0.466, -0.341, -0.727], [0.077, 0.049, 0.140], [0.109, 0.130, 0.004], [-0.056, 0.007, 0.010], [0.037, -0.012, -0.012]], "lowdin_spin": [2.055, 0.001, 0.000, 0.000, 0.000, 0.000, -0.001, 0.000, 0.000, 0.000, 0.000, 0.000, -0.023, 0.000, -0.007, 0.000, 0.000, 0.000, 0.000, 0.000, 0.000, 0.000, -0.005, 0.000, 0.000, 0.000, 0.000, 0.000, 0.000, 0.000, 0.000, 0.002, 0.000, 0.000, 0.000, 0.000, 0.001, 0.000, 0.000, -0.005, 0.000, -0.005, 0.000, 0.000, 0.000, 0.000, 0.000, -0.002, 0.000, 0.000, 0.000, 0.000, 0.000, 0.000, -0.005, 0.000, -0.001, 0.000, 0.000, 0.001, 0.000, 0.000, 0.000, -0.003, 0.000, 0.001, 0.000, 0.000, 0.000, 0.000, 0.000, 0.000, -0.004, 0.000, 0.000, 0.000, 0.000]}